{"formula": "C3HN5", "method": "wB97M-V/def2-TZVPD", "symbols": ["N", "C", "C", "N", "C", "N", "N", "N", "H"], "xyz": [[-0.44470, -0.75949, 3.17155], [-0.52848, -0.54349, 2.01824], [-0.28580, 0.02069, 0.69025], [0.36968, -0.84087, -0.16415], [0.56127, -0.41333, -1.35060], [0.44697, 0.96833, -1.68250], [-0.37482, 1.61161, -0.86022], [-0.87109, 1.06354, 0.26696], [1.12698, -1.10699, -2.08954]], "forces_ev_per_angstrom": [[-0.5636, 0.2414, -3.2613], [0.9410, 0.6747, 3.1604], [0.2863, -3.7939, -0.9008], [-0.4974, -0.1550, 1.5692], [2.5410, 1.3539, -1.9022], [-2.1124, -1.5214, 2.0010], [1.2566, -0.4047, -1.5739], [-0.4079, 2.2137, -0.1414], [-1.4436, 1.3912, 1.0489]], "homo_energy_ev": -10.74, "relative_energy_kj_mol": 0.0, "fmax_ev_per_a": 3.91, "homo_lumo_gap_ev": 9.13, "total_energy_ha": -388.58223, "smiles": "N#Cc1ncnnn1", "spin_multiplicity": 1}

{"formula": "C2H2Cl3NO", "method": "wB97M-V/def2-TZVPD", "symbols": ["C", "C", "N", "O", "Cl", "Cl", "Cl", "H", "H"], "xyz": [[2.83069, 1.36027, 0.80702], [1.62527, -1.16530, 0.02439], [1.66139, 1.17279, 0.60775], [3.93316, 1.57707, 0.67533], [2.40914, -1.19499, -1.45277], [2.34330, -2.02469, 1.21645], [-1.81932, -1.09822, 0.07996], [-0.48053, -0.95024, 0.11978], [0.93653, 1.41309, 1.25357]], "forces_ev_per_angstrom": [[-1.7423, 0.7013, -0.8452], [-2.5649, 0.1416, -0.8524], [-1.2295, -0.1312, 0.4516], [3.6064, 0.1636, 0.3858], [0.7387, 0.0375, -0.4374], [1.2393, -0.7759, 1.1564], [1.0114, 0.1777, 0.0802], [-0.7153, -0.1841, -0.1139], [-0.3438, -0.1306, 0.1749]], "homo_energy_ev": -9.26, "relative_energy_kj_mol": 255.0, "fmax_ev_per_a": 3.63, "homo_lumo_gap_ev": 8.27, "total_energy_ha": -1587.87631, "spin_multiplicity": 1}

{"formula": "C4H9NO", "method": "wB97M-V/def2-TZVPD", "symbols": ["O", "C", "C", "N", "C", "C", "H", "H", "H", "H", "H", "H", "H", "H", "H"], "xyz": [[-1.63821, -1.26599, -0.10072], [-1.00927, -0.43140, 0.86605], [-0.47411, 0.98209, 0.47308], [0.57697, 0.96725, -0.55437], [1.76296, 0.18856, -0.22907], [0.71414, -0.38313, -1.12378], [-2.16566, -0.82750, -0.78609], [-0.14541, -1.01385, 1.22991], [-1.71016, -0.32322, 1.68579], [-1.29440, 1.59263, 0.08750], [-0.10656, 1.53532, 1.36448], [2.67248, 0.57366, -0.69630], [1.93431, -0.12270, 0.80268], [-0.04300, -1.08587, -0.84173], [0.92592, -0.38584, -2.17741]], "forces_ev_per_angstrom": [[-0.7143, -0.1627, -0.2473], [0.3010, 0.6463, 0.7979], [-0.1839, -0.3568, -0.1301], [-0.3757, -0.0023, 0.0561], [0.1404, 0.0367, -0.0041], [0.9726, 0.6734, -0.5047], [0.2616, 0.3531, 0.5947], [-0.4522, 0.0715, -0.0503], [-0.0222, 0.1784, 0.3654], [-0.0921, -0.0789, -0.1111], [-0.1970, -0.6059, -0.2861], [-0.2686, -0.1247, 0.0936], [-0.3390, -0.2360, -0.2193], [0.7711, -0.4087, 0.0060], [0.1982, 0.0167, -0.3608]], "homo_energy_ev": -8.88, "relative_energy_kj_mol": 300.5, "fmax_ev_per_a": 1.29, "homo_lumo_gap_ev": 9.86, "total_energy_ha": -287.71802, "smiles": "OCCN1CC1", "spin_multiplicity": 1}

{"formula": "C6H8O4", "method": "wB97M-V/def2-TZVPD", "symbols": ["C", "C", "C", "O", "O", "H", "H", "H", "H", "H", "H", "C", "O", "C", "C", "O", "H", "H"], "xyz": [[0.45005, 0.06096, -1.04263], [1.26030, 1.33640, -0.94673], [-1.01394, 0.38055, 0.49838], [-1.81114, 1.27144, -0.11624], [-0.30273, 0.90190, 1.49847], [-1.56329, 2.16134, 0.17251], [-0.40405, 0.13061, -1.71352], [1.01232, -0.72419, -1.54544], [2.04187, 1.25591, -0.18815], [0.65449, 2.20516, -0.68225], [1.73767, 1.56316, -1.90459], [1.20289, -1.54295, 0.45701], [1.54590, -0.89571, 1.40871], [-1.62428, -0.90406, 0.66946], [-2.14122, -1.97312, 0.83539], [0.99806, -2.58821, -0.03541], [0.49281, 0.31068, 1.67622], [-2.53572, -2.94989, 0.95882]], "forces_ev_per_angstrom": [[-1.4102, 0.9685, 0.1752], [-0.0783, -0.0303, -0.0381], [1.6965, -0.5177, -1.2503], [-0.0960, 0.0972, 0.1357], [0.4406, -0.0024, 0.4449], [0.1483, -0.0882, -0.0382], [-0.0975, 0.2898, -0.0625], [0.2479, -0.4016, 0.5860], [0.0369, -0.0117, -0.0459], [-0.0317, -0.0494, -0.0272], [0.0495, 0.0034, 0.0668], [-0.0510, -1.7169, 2.2501], [0.0171, 0.1362, -1.4860], [-0.4594, -0.4848, 0.1192], [0.2962, 0.2320, -0.0983], [0.2064, 1.1325, -0.6106], [-0.8074, 0.5231, -0.1505], [-0.1077, -0.0798, 0.0296]], "homo_energy_ev": -8.70, "relative_energy_kj_mol": 440.1, "fmax_ev_per_a": 2.83, "homo_lumo_gap_ev": 8.90, "total_energy_ha": -534.24049, "spin_multiplicity": 1}

{"formula": "C25H31InN2PSe2Te2", "method": "wB97M-V/def2-TZVPD", "symbols": ["In", "C", "C", "C", "C", "C", "C", "C", "P", "C", "C", "C", "C", "C", "C", "C", "C", "C", "C", "C", "C", "C", "C", "H", "H", "H", "H", "H", "H", "H", "H", "H", "H", "H", "H", "H", "H", "H", "H", "H", "H", "H", "H", "Se", "Te", "Te", "Se", "N", "C", "C", "N", "C", "C", "H", "H", "H", "H", "H", "H", "H", "H", "H", "H", "H"], "xyz": [[-0.04171, -0.44079, -0.51342], [-1.37136, 0.46797, 5.67019], [0.08462, 0.64443, 5.32489], [0.96905, 1.01867, 6.33327], [2.32283, 1.19837, 6.08982], [2.82894, 1.00242, 4.81536], [1.96459, 0.64052, 3.79511], [0.60064, 0.45830, 4.03140], [-0.35548, 0.00150, 2.55074], [-1.95104, 0.89211, 2.68497], [-3.16538, 0.20830, 2.61858], [-4.37317, 0.88806, 2.56200], [-4.38270, 2.27540, 2.57399], [-3.18142, 2.96711, 2.64860], [-1.95838, 2.30072, 2.70355], [-0.68717, 3.10630, 2.81418], [-0.74410, -1.76153, 2.72387], [-0.41182, -2.47713, 3.87610], [-0.58408, -3.84855, 3.93458], [-1.08131, -4.52276, 2.82753], [-1.39992, -3.82454, 1.67623], [-1.23897, -2.44055, 1.59556], [-1.58702, -1.73093, 0.32524], [-1.48775, 0.33064, 6.74436], [-1.80995, -0.39401, 5.16886], [-1.95902, 1.34360, 5.38399], [0.58450, 1.16406, 7.33590], [2.98087, 1.48565, 6.89966], [3.88432, 1.12995, 4.61466], [2.35186, 0.49210, 2.79282], [-3.16301, -0.87595, 2.62691], [-5.30266, 0.33462, 2.52424], [-5.32018, 2.81638, 2.54715], [-3.18848, 4.05157, 2.69011], [-0.85758, 4.14652, 2.53425], [0.12526, 2.70105, 2.20035], [-0.30745, 3.09501, 3.83766], [0.00813, -1.95873, 4.72781], [-0.32198, -4.38922, 4.83407], [-1.21358, -5.59634, 2.85856], [-1.77812, -4.35857, 0.81259], [-2.45913, -1.08420, 0.45892], [-1.84233, -2.44915, -0.45387], [-0.63693, -0.56369, -3.07807], [1.36970, 0.60862, -4.07062], [3.22249, -0.48372, -2.46824], [2.33964, 0.34331, -0.24616], [-2.41232, 3.70714, -2.10502], [-3.22043, 2.96212, -1.07724], [-2.52744, 1.64539, -0.77709], [-1.11894, 1.79636, -0.40024], [-0.35267, 2.67565, -1.28759], [-1.03467, 3.99950, -1.57278], [-2.88405, 4.56811, -2.37660], [-2.32427, 3.12880, -2.94596], [-4.21966, 2.80010, -1.47754], [-3.28119, 3.60271, -0.19782], [-2.57577, 0.99617, -1.65619], [-3.05932, 1.15926, 0.04080], [-1.05505, 2.10848, 0.56344], [-0.18293, 2.15040, -2.23155], [0.63114, 2.85037, -0.85407], [-0.48910, 4.56453, -2.32662], [-1.17087, 4.61480, -0.68338]], "forces_ev_per_angstrom": [[-0.1869, -0.0530, -0.1048], [0.0198, -0.0069, 0.0082], [-0.0142, 0.0100, 0.0037], [0.0049, 0.0078, 0.0041], [-0.0089, -0.0023, 0.0015], [0.0071, -0.0039, -0.0043], [0.0093, -0.0047, 0.0037], [-0.0251, -0.0036, -0.0030], [0.0509, 0.0470, 0.1048], [-0.0136, 0.0629, -0.0862], [0.0023, -0.0064, 0.0356], [-0.0143, -0.0054, 0.0083], [-0.0071, 0.0082, -0.0035], [-0.0019, -0.0059, 0.0025], [0.0009, -0.0229, -0.0085], [0.0007, -0.0271, 0.0172], [-0.0023, -0.0049, -0.0049], [-0.0111, 0.0132, -0.0156], [-0.0020, -0.0027, -0.0103], [0.0086, 0.0079, 0.0080], [0.0028, -0.0121, -0.0160], [0.0159, 0.0112, -0.0243], [0.0495, -0.0436, 0.0524], [0.0057, -0.0031, -0.0024], [-0.0033, -0.0160, -0.0103], [0.0022, -0.0056, 0.0009], [0.0026, -0.0038, -0.0051], [-0.0045, -0.0026, -0.0019], [-0.0069, 0.0011, 0.0005], [-0.0008, 0.0010, 0.0050], [-0.0074, 0.0241, 0.0292], [0.0069, 0.0015, -0.0015], [0.0057, -0.0014, 0.0048], [-0.0003, -0.0023, 0.0044], [-0.0096, -0.0020, -0.0052], [-0.0019, 0.0030, -0.0036], [0.0103, 0.0063, 0.0066], [-0.0041, 0.0167, 0.0160], [0.0024, 0.0035, -0.0020], [-0.0016, 0.0010, 0.0011], [-0.0023, 0.0037, 0.0045], [0.0450, 0.0198, -0.0273], [0.0077, 0.0125, -0.0108], [0.0244, 0.0202, 0.0001], [0.0462, -0.0131, -0.0057], [-0.0161, -0.0013, 0.0123], [0.0259, -0.0054, 0.0069], [0.0111, 0.0014, 0.0257], [-0.0209, -0.0390, 0.0284], [0.0170, 0.0304, 0.0214], [0.0115, -0.0207, -0.0410], [-0.0482, -0.0035, 0.0004], [0.0478, -0.0114, -0.0009], [-0.0196, 0.0344, -0.0189], [0.0003, -0.0170, -0.0193], [0.0005, 0.0135, -0.0082], [0.0076, 0.0179, -0.0033], [0.0112, -0.0037, -0.0235], [0.0000, -0.0136, 0.0072], [-0.0052, -0.0056, 0.0357], [-0.0063, -0.0061, 0.0053], [0.0088, -0.0039, -0.0030], [-0.0161, 0.0100, 0.0000], [-0.0108, -0.0034, 0.0087]], "homo_energy_ev": -9.74, "relative_energy_kj_mol": 0.0, "fmax_ev_per_a": 0.22, "homo_lumo_gap_ev": 6.64, "total_energy_ha": -6951.02429, "spin_multiplicity": 1, "total_charge": 1}

{"formula": "C15H14N4NaO3S", "method": "wB97M-V/def2-TZVPD", "symbols": ["Na", "O", "C", "C", "C", "C", "C", "C", "C", "O", "N", "N", "C", "C", "C", "C", "C", "C", "C", "O", "H", "H", "H", "H", "H", "H", "H", "H", "H", "H", "N", "C", "N", "S", "H", "H", "H", "H"], "xyz": [[0.74819, -0.34512, 0.19010], [-0.30408, 4.94991, 1.76705], [0.87177, 5.09698, 1.13914], [1.39243, 6.38846, 1.01885], [2.60238, 6.60573, 0.38590], [3.32014, 5.53547, -0.14065], [2.80661, 4.25542, -0.02061], [1.59108, 4.00710, 0.61093], [1.10925, 2.58535, 0.69428], [1.82510, 1.67849, 0.19832], [-0.06474, 2.44963, 1.31802], [-0.48965, 1.14157, 1.40379], [-1.54131, 0.94676, 2.09562], [-2.16354, -0.34451, 2.37861], [-3.37356, -0.31097, 3.07853], [-4.06678, -1.45111, 3.44066], [-3.52290, -2.68816, 3.09969], [-2.32566, -2.76136, 2.41669], [-1.60087, -1.61113, 2.02203], [-0.48093, -1.73045, 1.37500], [-0.48937, 3.95243, 1.75043], [0.81797, 7.20658, 1.43543], [2.98788, 7.61529, 0.30186], [4.26815, 5.69988, -0.63753], [3.33430, 3.39722, -0.41629], [-2.03812, 1.81211, 2.54869], [-3.77601, 0.66196, 3.34487], [-5.00258, -1.38305, 3.97998], [-4.03482, -3.60405, 3.37395], [-1.90225, -3.72861, 2.16700], [0.56970, -3.63595, -0.19858], [1.84985, -3.30095, -0.36162], [2.31673, -2.37119, 0.53755], [2.83580, -3.90076, -1.57295], [-0.02069, -3.07860, 0.45530], [0.16870, -4.23673, -0.89517], [1.85866, -2.32263, 1.44043], [3.32101, -2.30936, 0.54684]], "forces_ev_per_angstrom": [[0.2493, 0.2381, -0.0058], [0.0246, -0.0165, -0.0240], [-0.0324, -0.0106, 0.0575], [0.0270, 0.0250, -0.0222], [-0.0337, -0.0666, 0.0014], [0.0287, 0.0306, -0.0047], [-0.0320, -0.0027, 0.0102], [-0.0324, 0.0211, -0.0072], [-0.0684, 0.0229, 0.0592], [-0.1875, -0.1874, -0.0355], [0.1140, 0.0871, -0.0483], [0.0853, -0.0102, -0.0456], [-0.1342, 0.0887, 0.1349], [0.0135, -0.1590, -0.0296], [0.0012, 0.0369, 0.0037], [0.0028, -0.0409, -0.0035], [0.0604, 0.0511, -0.0297], [-0.0756, -0.0518, 0.0420], [0.0380, 0.1167, -0.0201], [-0.0225, -0.1769, 0.0073], [0.0049, 0.0191, -0.0128], [0.0060, -0.0021, -0.0010], [0.0033, 0.0017, 0.0005], [-0.0059, 0.0037, 0.0043], [0.0029, 0.0077, 0.0010], [0.0257, 0.0193, -0.0059], [0.0083, -0.0028, -0.0046], [0.0026, 0.0080, -0.0021], [-0.0115, 0.0060, 0.0060], [0.0250, 0.0220, -0.0176], [-0.0031, 0.0712, 0.0124], [-0.1137, -0.1389, 0.0099], [0.1008, -0.0198, 0.0352], [0.0359, -0.0306, -0.0324], [-0.0164, -0.0196, -0.0023], [0.0148, -0.0164, -0.0132], [-0.1209, -0.0298, -0.0401], [0.0155, 0.1056, 0.0227]], "homo_energy_ev": -4.44, "relative_energy_kj_mol": 0.0, "fmax_ev_per_a": 0.34, "homo_lumo_gap_ev": 6.73, "total_energy_ha": -1585.43243, "spin_multiplicity": 1, "total_charge": -1}

Repeat the fourth record exactly.
{"formula": "C6H8O4", "method": "wB97M-V/def2-TZVPD", "symbols": ["C", "C", "C", "O", "O", "H", "H", "H", "H", "H", "H", "C", "O", "C", "C", "O", "H", "H"], "xyz": [[0.45005, 0.06096, -1.04263], [1.26030, 1.33640, -0.94673], [-1.01394, 0.38055, 0.49838], [-1.81114, 1.27144, -0.11624], [-0.30273, 0.90190, 1.49847], [-1.56329, 2.16134, 0.17251], [-0.40405, 0.13061, -1.71352], [1.01232, -0.72419, -1.54544], [2.04187, 1.25591, -0.18815], [0.65449, 2.20516, -0.68225], [1.73767, 1.56316, -1.90459], [1.20289, -1.54295, 0.45701], [1.54590, -0.89571, 1.40871], [-1.62428, -0.90406, 0.66946], [-2.14122, -1.97312, 0.83539], [0.99806, -2.58821, -0.03541], [0.49281, 0.31068, 1.67622], [-2.53572, -2.94989, 0.95882]], "forces_ev_per_angstrom": [[-1.4102, 0.9685, 0.1752], [-0.0783, -0.0303, -0.0381], [1.6965, -0.5177, -1.2503], [-0.0960, 0.0972, 0.1357], [0.4406, -0.0024, 0.4449], [0.1483, -0.0882, -0.0382], [-0.0975, 0.2898, -0.0625], [0.2479, -0.4016, 0.5860], [0.0369, -0.0117, -0.0459], [-0.0317, -0.0494, -0.0272], [0.0495, 0.0034, 0.0668], [-0.0510, -1.7169, 2.2501], [0.0171, 0.1362, -1.4860], [-0.4594, -0.4848, 0.1192], [0.2962, 0.2320, -0.0983], [0.2064, 1.1325, -0.6106], [-0.8074, 0.5231, -0.1505], [-0.1077, -0.0798, 0.0296]], "homo_energy_ev": -8.70, "relative_energy_kj_mol": 440.1, "fmax_ev_per_a": 2.83, "homo_lumo_gap_ev": 8.90, "total_energy_ha": -534.24049, "spin_multiplicity": 1}

Please write out number 2 again, unchanged.
{"formula": "C2H2Cl3NO", "method": "wB97M-V/def2-TZVPD", "symbols": ["C", "C", "N", "O", "Cl", "Cl", "Cl", "H", "H"], "xyz": [[2.83069, 1.36027, 0.80702], [1.62527, -1.16530, 0.02439], [1.66139, 1.17279, 0.60775], [3.93316, 1.57707, 0.67533], [2.40914, -1.19499, -1.45277], [2.34330, -2.02469, 1.21645], [-1.81932, -1.09822, 0.07996], [-0.48053, -0.95024, 0.11978], [0.93653, 1.41309, 1.25357]], "forces_ev_per_angstrom": [[-1.7423, 0.7013, -0.8452], [-2.5649, 0.1416, -0.8524], [-1.2295, -0.1312, 0.4516], [3.6064, 0.1636, 0.3858], [0.7387, 0.0375, -0.4374], [1.2393, -0.7759, 1.1564], [1.0114, 0.1777, 0.0802], [-0.7153, -0.1841, -0.1139], [-0.3438, -0.1306, 0.1749]], "homo_energy_ev": -9.26, "relative_energy_kj_mol": 255.0, "fmax_ev_per_a": 3.63, "homo_lumo_gap_ev": 8.27, "total_energy_ha": -1587.87631, "spin_multiplicity": 1}